*w*
Below is a 10-piece molecular cluster, H20O10 overall, with properties calculated with wB97M-V/def2-TZVPD.

Results
SMILES string: O.O.O.O.O.O.O.O.O.O
highest occupied orbital energy: -0.394 Eh
total charge: 0
gap between HOMO and LUMO: 10.605 eV

Element x y z (Å)
O -1.49308 -2.47672 3.24878
H -2.19862 -1.91847 3.42624
H -0.75939 -2.27360 2.73791
O 0.48083 1.98597 -1.70565
H 0.90911 1.14119 -2.05555
H -0.40701 2.05965 -1.98067
O 1.04057 -2.04207 2.09927
H 1.02599 -1.48779 2.83739
H 1.87542 -2.08342 1.69982
O -0.95462 -1.03593 -2.46940
H 0.05337 -1.03674 -2.40500
H -1.20420 -0.13572 -2.29098
O 0.91661 0.52144 1.44658
H 0.37350 -0.16583 1.72486
H 1.58367 0.39106 0.76165
O 2.69932 1.53382 -0.34482
H 1.76339 1.67374 -0.42396
H 3.28724 2.19096 -0.35566
O -1.23240 0.95613 -0.26394
H -0.77956 1.47438 0.42635
H -2.04587 1.07149 0.26241
O -0.60727 2.72140 1.52224
H 0.26458 2.88185 1.18377
H -0.44190 2.24512 2.36186
O 1.67246 -1.92523 -2.19801
H 1.95546 -1.15513 -1.71304
H 2.02576 -2.08906 -3.00061
O -3.64162 -1.13150 -1.41361
H -3.31961 -0.25825 -1.55782
H -2.84217 -1.63275 -1.56039

List of Mulliken charges in e, atom by atom:
1 O -0.633
2 H 0.295
3 H 0.417
4 O -0.702
5 H 0.271
6 H 0.309
7 O -0.699
8 H 0.353
9 H 0.264
10 O -0.670
11 H 0.364
12 H 0.259
13 O -0.545
14 H 0.315
15 H 0.325
16 O -0.653
17 H 0.409
18 H 0.232
19 O -0.418
20 H 0.260
21 H 0.265
22 O -0.697
23 H 0.337
24 H 0.346
25 O -0.665
26 H 0.353
27 H 0.289
28 O -0.622
29 H 0.256
30 H 0.383

---

*x*
Below is a 10-piece molecular cluster, H20O10 overall, with properties calculated with wB97M-V/def2-TZVPD.

Results
SMILES string: O.O.O.O.O.O.O.O.O.O
highest occupied orbital energy: -0.390 Eh
total charge: 0
gap between HOMO and LUMO: 10.874 eV

Element x y z (Å)
O -1.57090 -1.41488 3.05046
H -2.21023 -0.98258 2.46645
H -1.50792 -0.74447 3.73022
O 2.01570 1.24727 -1.59659
H 1.44801 0.47323 -1.73093
H 1.77903 1.80606 -2.34729
O 2.75118 -1.99549 2.67434
H 2.69196 -1.18161 3.16431
H 1.99824 -2.58014 2.62004
O -0.59659 0.57569 -3.56010
H 0.16231 -0.00277 -3.61333
H -1.13855 0.86231 -4.29351
O 0.78540 -0.48816 1.80837
H 1.63081 -0.47622 1.35805
H 0.45854 0.39100 2.01830
O 1.58324 2.15712 1.02821
H 2.37962 2.59480 1.30896
H 1.31519 2.02403 0.10914
O -1.60529 -0.34737 0.26282
H -1.83829 0.45808 0.74502
H -0.79506 -0.65939 0.71177
O -1.19724 2.65412 1.47579
H -1.83770 3.15440 1.97962
H -0.38698 3.13800 1.28538
O 0.60819 -1.80110 -2.56539
H -0.17798 -1.80555 -3.13127
H 0.24115 -1.99636 -1.69480
O -2.59607 -1.09026 -2.39403
H -2.27285 -0.37659 -1.83131
H -3.35936 -0.80004 -2.89868

List of Mulliken charges in e, atom by atom:
1 O -0.584
2 H 0.298
3 H 0.302
4 O -0.654
5 H 0.346
6 H 0.312
7 O -0.640
8 H 0.312
9 H 0.317
10 O -0.591
11 H 0.322
12 H 0.266
13 O -0.616
14 H 0.334
15 H 0.311
16 O -0.626
17 H 0.249
18 H 0.411
19 O -0.570
20 H 0.249
21 H 0.300
22 O -0.590
23 H 0.284
24 H 0.299
25 O -0.691
26 H 0.326
27 H 0.331
28 O -0.592
29 H 0.307
30 H 0.277

---

Result of the stability comparison: *x* is the most stable of them.

---

*w*
Below is a 10-piece molecular cluster, H20O10 overall, with properties calculated with wB97M-V/def2-TZVPD.

Results
SMILES string: O.O.O.O.O.O.O.O.O.O
highest occupied orbital energy: -0.374 Eh
total charge: 0
gap between HOMO and LUMO: 9.919 eV

Element x y z (Å)
O -0.18753 0.38208 0.72855
H -0.75277 0.58976 -0.02402
H 0.39236 -0.31468 0.40108
O -0.51204 1.76987 -2.54320
H -0.12915 2.22680 -3.30056
H -1.10226 2.42229 -2.14953
O -1.50959 -3.57271 2.56285
H -0.67752 -3.46562 3.03739
H -1.63477 -2.72822 2.11546
O -5.48966 0.18924 -0.88500
H -5.27377 -0.67346 -0.51335
H -4.75180 0.74997 -0.62018
O 1.78938 -1.46358 -1.88746
H 1.03990 -1.18748 -1.34797
H 1.38805 -1.95826 -2.61080
O 1.10343 2.00676 1.67740
H 0.74503 2.58065 0.99097
H 0.50937 2.13643 2.42525
O 0.78484 3.22946 -1.74427
H 1.25490 2.39130 -1.66996
H 0.85310 3.45454 -2.67897
O -2.14819 -0.73458 -0.03267
H -1.90850 -0.98197 0.86751
H -1.33053 -0.84312 -0.53131
O 5.27885 -1.25964 -0.19155
H 4.38960 -1.15694 0.16576
H 5.72824 -0.44496 0.06013
O 0.75481 -1.42689 2.32682
H 1.33517 -0.66064 2.39778
H 0.06107 -1.25636 2.97384

List of Mulliken charges in e, atom by atom:
1 O -0.562
2 H 0.339
3 H 0.268
4 O -0.634
5 H 0.279
6 H 0.367
7 O -0.617
8 H 0.329
9 H 0.288
10 O -0.626
11 H 0.316
12 H 0.309
13 O -0.615
14 H 0.264
15 H 0.316
16 O -0.614
17 H 0.294
18 H 0.307
19 O -0.678
20 H 0.379
21 H 0.295
22 O -0.581
23 H 0.336
24 H 0.272
25 O -0.624
26 H 0.307
27 H 0.317
28 O -0.655
29 H 0.309
30 H 0.312

---

*x*
Below is a 10-piece molecular cluster, H20O10 overall, with properties calculated with wB97M-V/def2-TZVPD.

Results
SMILES string: O.O.O.O.O.O.O.O.O.O
highest occupied orbital energy: -0.349 Eh
total charge: 0
gap between HOMO and LUMO: 9.151 eV

Element x y z (Å)
O -0.53512 0.37183 -1.51702
H -1.38424 0.24233 -0.99127
H 0.06687 0.48913 -0.85804
O -0.24408 0.01759 -3.50795
H 0.31296 0.83579 -3.58778
H 0.07859 -0.41454 -2.78551
O -0.37746 2.33503 0.57817
H -0.80859 2.94125 -0.00861
H 0.58518 2.47570 0.63277
O 1.98177 0.92386 2.18941
H 2.60277 1.47070 1.63242
H 1.59185 0.39211 1.48417
O -3.25551 0.05920 1.32924
H -2.64463 0.76228 1.58787
H -2.69492 -0.67056 1.24137
O 0.61962 -3.00548 1.17498
H 0.03044 -2.29643 0.84560
H 0.63975 -2.86168 2.12179
O -2.15047 2.48379 2.78072
H -1.42503 2.90698 3.30016
H -1.86573 2.39870 1.87669
O -3.06020 -1.34320 -0.91312
H -3.34781 -2.03564 -0.31235
H -2.27304 -1.82176 -1.40268
O 2.77316 -0.37597 -2.21019
H 3.29088 -0.48612 -2.97823
H 2.71545 0.63710 -2.28192
O 2.94825 -1.74153 0.09334
H 3.37151 -2.45719 -0.29615
H 2.45781 -2.23328 0.78210

List of Mulliken charges in e, atom by atom:
1 O -0.446
2 H 0.254
3 H 0.191
4 O -0.640
5 H 0.260
6 H 0.405
7 O -0.549
8 H 0.304
9 H 0.256
10 O -0.611
11 H 0.341
12 H 0.241
13 O -0.563
14 H 0.252
15 H 0.279
16 O -0.663
17 H 0.290
18 H 0.350
19 O -0.661
20 H 0.302
21 H 0.378
22 O -0.645
23 H 0.319
24 H 0.335
25 O -0.583
26 H 0.286
27 H 0.283
28 O -0.532
29 H 0.234
30 H 0.333

---

*y*
Below is a 9-piece molecular cluster, H20O10 overall, with properties calculated with wB97M-V/def2-TZVPD.

Results
highest occupied orbital energy: -0.264 Eh
total charge: 0
gap between HOMO and LUMO: 7.224 eV

Element x y z (Å)
H -0.94387 0.45640 -0.30442
H 0.08458 0.21530 -1.39721
H 2.38640 -2.09164 -2.47646
H 2.12688 -2.19552 -0.98251
H -3.78482 1.37756 -1.88353
H -4.08753 -0.10628 -2.01250
H 3.95183 -1.23866 0.82075
H 2.71866 -0.74479 1.55929
H 1.99595 3.64470 -0.33007
H 3.34567 2.94601 -0.34089
H 1.49210 1.23907 0.76778
H 1.74265 0.42245 -0.48936
H -1.65132 2.31649 0.67810
H -0.42750 1.85638 1.45309
H -1.18626 -2.61012 -0.12943
H -0.23294 -3.00203 -1.24640
H -3.19962 -1.29548 0.20289
H -3.70659 -0.38828 1.31194
H -0.88872 -0.54496 2.39280
H -1.42494 -0.26362 3.78684
O -0.18669 0.86493 -0.73890
O 1.95156 -2.64428 -1.81730
O -3.37501 0.53532 -2.11081
O 3.29225 -1.51391 1.46743
O 2.41165 2.79766 -0.52684
O 1.80641 1.31845 -0.13990
O -0.68870 2.29416 0.63510
O -0.52967 -2.24290 -0.73195
O -2.93757 -0.54915 0.75363
O -1.53307 -0.85940 3.03695

List of Mulliken charges in e, atom by atom:
1 H 0.293
2 H 0.260
3 H 0.310
4 H 0.332
5 H 0.295
6 H 0.287
7 H 0.319
8 H 0.299
9 H 0.243
10 H 0.259
11 H 0.192
12 H 0.105
13 H 0.278
14 H 0.271
15 H 0.247
16 H 0.299
17 H 0.232
18 H 0.255
19 H 0.274
20 H 0.309
21 O -0.554
22 O -0.632
23 O -0.572
24 O -0.638
25 O -0.462
26 O -0.311
27 O -0.595
28 O -0.532
29 O -0.472
30 O -0.590

---

Result of the stability comparison: *x* is the most stable of them.

---

*w*
Below is H20O10 as an isolated structure, with properties calculated with wB97M-V/def2-TZVPD.

Results
highest occupied orbital energy: -0.339 Eh
total charge: 0
gap between HOMO and LUMO: 9.139 eV

Element x y z (Å)
H -0.74298 0.07643 0.26190
H 0.19250 0.85052 -0.65227
H 1.45405 3.34210 1.49530
H 1.72397 4.44374 0.48358
H -3.46433 -2.22654 -0.23972
H -3.66953 -1.64549 1.14964
H -3.39174 1.30786 -0.69834
H -2.13146 1.21994 0.14665
H -0.36564 -2.62556 -1.17985
H 0.38799 -1.39506 -0.70239
H 5.12544 0.34915 -0.80110
H 4.21570 -0.80737 -1.18175
H 1.95592 -1.16059 -1.59142
H 2.70795 -0.94345 -2.89424
H 1.75085 0.31233 2.57367
H 2.23914 -0.27042 3.88973
H -0.45887 -3.73687 1.16782
H -0.60572 -4.47302 -0.15375
H -3.02781 3.71090 -0.28622
H -2.38358 2.74247 -1.26456
O -0.43219 0.96884 0.07213
O 1.03539 4.09306 1.05966
O -4.15348 -1.99678 0.39374
O -2.85557 0.68400 -0.19603
O -0.18264 -2.10582 -0.38904
O 4.21868 0.03458 -0.71260
O 2.39037 -0.47647 -2.11318
O 1.45334 -0.19604 3.33658
O -0.19929 -3.69311 0.24062
O -2.78645 3.61665 -1.21458

List of Mulliken charges in e, atom by atom:
1 H 0.375
2 H 0.260
3 H 0.299
4 H 0.311
5 H 0.293
6 H 0.297
7 H 0.283
8 H 0.390
9 H 0.321
10 H 0.109
11 H 0.285
12 H 0.306
13 H 0.322
14 H 0.308
15 H 0.306
16 H 0.309
17 H 0.295
18 H 0.276
19 H 0.334
20 H 0.276
21 O -0.643
22 O -0.612
23 O -0.598
24 O -0.618
25 O -0.469
26 O -0.573
27 O -0.639
28 O -0.616
29 O -0.562
30 O -0.625

---

*x*
Below is a 10-piece molecular cluster, H20O10 overall, with properties calculated with wB97M-V/def2-TZVPD.

Results
SMILES string: O.O.O.O.O.O.O.O.O.O
highest occupied orbital energy: -0.384 Eh
total charge: 0
gap between HOMO and LUMO: 10.360 eV

Element x y z (Å)
O -1.92211 -2.74578 -2.09395
H -1.19276 -2.54616 -1.46632
H -2.53448 -2.00720 -2.00049
O 0.19804 -2.75879 -0.46518
H 0.93531 -2.42458 0.06240
H 0.57051 -3.48450 -0.98308
O -0.98553 2.20119 1.89872
H -1.93790 2.25546 1.76505
H -0.85125 2.45831 2.82043
O -2.09545 0.36887 -2.24413
H -2.31264 0.98451 -2.95193
H -1.31280 -0.11904 -2.56998
O 1.78769 3.36787 1.86321
H 0.94041 2.93692 1.70925
H 2.27715 2.74203 2.41385
O -3.89980 -0.65051 -0.61135
H -3.26722 -0.11701 -1.14090
H -4.23909 -0.04371 0.05276
O 0.59471 -0.23866 -2.69416
H 0.79656 0.18789 -1.84228
H 1.08549 -1.06650 -2.67159
O 0.40540 0.33156 0.00305
H 0.15273 0.76283 0.83504
H -0.38461 -0.16000 -0.26213
O 2.26037 0.68466 3.20345
H 2.27224 0.20915 2.35684
H 2.93793 0.25339 3.73218
O 3.18171 -0.49466 0.81350
H 3.89624 -0.87894 0.29539
H 2.64316 -0.00865 0.17234

List of Mulliken charges in e, atom by atom:
1 O -0.682
2 H 0.433
3 H 0.320
4 O -0.670
5 H 0.310
6 H 0.300
7 O -0.627
8 H 0.256
9 H 0.323
10 O -0.638
11 H 0.263
12 H 0.356
13 O -0.631
14 H 0.310
15 H 0.355
16 O -0.646
17 H 0.397
18 H 0.288
19 O -0.673
20 H 0.384
21 H 0.296
22 O -0.516
23 H 0.266
24 H 0.265
25 O -0.606
26 H 0.363
27 H 0.296
28 O -0.692
29 H 0.301
30 H 0.299

---

Result of the stability comparison: *x* is the most stable of them.